C21H19CeN7O4SSe | ωB97M-V with the def2-TZVPD basis set

Each line ends with the Mulliken charge.
CARTESIAN COORDINATES (ANGSTROEM)
1 H 7.8874 5.5138 11.7227  0.393
2 C 7.1367 6.2698 11.9502  -0.449
3 C 9.7971 9.7463 6.4641  -1.017
4 C 10.0337 10.7909 14.8777  -0.820
5 C 9.4397 9.5340 11.6627  0.814
6 H 6.8438 11.6398 9.2653  0.391
7 C 7.9863 8.4868 9.4927  0.239
8 H 4.7960 11.9710 16.2488  0.392
9 H 5.1897 10.2332 16.1310  0.304
10 C 8.3600 12.6703 14.7572  -0.425
11 C 10.5796 7.5172 6.9814  -0.926
12 H 11.2274 6.6805 6.7253  0.380
13 S 4.3629 10.4363 12.4861  -0.502
14 C 10.6194 8.6719 6.1960  -0.420
15 O 8.8041 11.3717 10.0080  -0.499
16 Se 7.4606 8.8035 15.5177  -0.179
17 H 4.5186 11.0813 14.6887  0.080
18 C 7.0283 12.7766 14.9508  -0.549
19 C 6.3783 5.2596 14.1281  -0.837
20 H 10.0944 9.9906 14.1341  0.313
21 C 8.9201 9.6769 7.5409  0.436
22 N 8.0414 10.7145 7.8566  -0.006
23 O 7.7295 11.1729 11.9556  -0.408
24 C 5.5188 5.3056 15.1976  -0.320
25 H 6.3724 13.6202 14.8365  0.488
26 H 9.0969 13.3968 14.4873  0.457
27 H 3.8310 8.1090 14.2379  0.482
28 H 5.5700 4.5561 15.9781  0.431
29 C 9.7165 7.4546 8.0491  -0.472
30 H 11.2685 8.7212 5.3344  0.392
31 N 5.3365 7.1986 13.2367  -0.231
32 O 8.8396 8.8778 12.6092  -0.561
33 N 7.0139 7.2923 11.1311  0.388
34 H 10.2969 10.4021 15.8623  0.341
35 O 10.5028 9.2668 11.1398  -0.685
36 H 10.7042 11.6001 14.6112  0.291
37 C 4.5412 6.3020 15.2567  -0.648
38 N 8.6894 11.3311 14.9233  0.439
39 N 7.8576 7.3036 10.0549  -1.045
40 N 7.4208 9.6584 9.9915  -0.212
41 C 5.1717 11.1764 15.5943  -0.765
42 C 7.6753 10.9018 9.1962  -0.601
43 Ce 6.5601 9.3061 12.4795  0.557
44 N 6.5416 11.5103 15.2138  0.419
45 C 4.4989 7.2482 14.2503  -0.077
46 C 8.8773 8.5312 8.3431  1.114
47 H 9.6473 6.5777 8.6819  0.459
48 H 3.8350 6.3547 16.0816  0.389
49 H 7.1258 4.4938 13.9894  0.428
50 C 7.5773 10.6363 15.2324  -0.675
51 C 6.2766 6.2301 13.1255  0.900
52 H 9.8079 10.6426 5.8435  0.360
53 C 8.4883 10.6329 11.1256  0.975
54 H 8.0171 11.5217 7.2534  0.277

The molecular weight is 684.57 g/mol. The calculation puts the LUMO energy (alpha / beta) at -1.2 / -1.2 eV. The energy above the lowest of the compared OMol25 structures with the same formula, charge and spin is 1.5402 eV. As for the orbital gap (alpha / beta): 0.240 / 0.240 Ha. The HOMO energy (alpha / beta) comes out at -7.7720 / -7.7754 eV.